(1)
Entry from the OMol25 dataset: the molecule CH4N2O2S (ωB97M-V/def2-TZVPD).

Each line ends with the natural charge from an NBO analysis.
Geometry (Å):
H1 0.9237 0.9677 -2.4495  0.345
N1 0.5611 0.6692 -1.5802  -0.292
N2 1.2652 0.8877 -0.5885  -0.260
S1 0.4114 0.3147 0.8167  2.009
C1 -0.8145 -0.9677 0.2480  -0.807
O1 -0.5789 1.5305 1.5346  -0.874
O2 1.4134 -0.1216 1.7042  -0.887
H2 -1.5477 -1.0728 1.0148  0.270
H3 -1.2813 -0.3833 -0.4840  0.252
H4 -0.3524 -1.8242 -0.2161  0.244

Forces on the atoms, in the same order (eV/Å):
1.467 0.816 -1.086
-0.882 -0.693 2.085
-0.833 0.234 -1.854
-6.195 4.467 4.454
1.608 1.436 0.086
4.101 -4.958 -3.985
1.411 -1.114 0.454
0.066 -0.440 0.916
-0.900 0.581 -1.408
0.156 -0.329 0.340

The calculation puts the total energy at -19007.859 eV. Its energy above the lowest of the compared OMol25 structures with the same formula, charge and spin is 93.7 kcal/mol. The HOMO-LUMO gap is 0.3353 Ha. For the LUMO energy, the calculation gives -1.11 eV. The SMILES is [H]/N=N/S(C)(=O)=O.

***

(2)
Entry from the OMol25 dataset: C27H49F6IN5O9PS2 as an isolated structure (ωB97M-V/def2-TZVPD).

Each line ends with the Löwdin charge.
Geometry (Å):
C1 0.6534 -2.9272 1.5099  0.029
C2 0.5742 -1.9162 0.5275  -0.077
C3 1.8254 -1.7373 -0.4824  -0.406
C4 3.0065 -1.1014 0.4392  -0.170
O1 2.5344 0.1597 0.9470  -0.179
C5 2.8727 0.3576 2.3413  -0.194
C6 1.6223 0.3870 3.3451  -0.189
C7 0.2031 0.6604 2.6516  -0.121
C8 2.4009 -3.1283 -1.0230  -0.106
C9 1.5662 -3.6387 -2.3112  -0.290
C10 1.2651 -5.2088 -2.0267  -0.159
C11 0.2105 -5.8476 -3.0468  -0.177
C12 -0.4857 -7.0889 -2.2537  -0.166
C13 -1.9587 -6.7510 -1.7417  -0.239
O2 -2.0905 -5.4251 -1.1696  -0.251
C14 -3.1374 -5.4250 -0.1555  -0.117
N1 0.2596 -2.9391 -2.4281  0.087
C15 0.4286 -1.4693 -2.4810  -0.304
N2 -0.3645 -0.7035 -3.2366  -0.024
C16 -0.2585 0.7845 -3.2812  -0.121
C17 -1.5562 1.4220 -2.5382  -0.151
C18 -1.3329 1.6330 -0.9683  -0.174
C19 -0.9139 3.1380 -0.5647  -0.193
N3 -1.5473 3.5669 0.7277  0.013
C20 -0.7019 4.5226 1.4441  -0.416
C21 -0.2472 4.3327 2.9731  -0.007
O3 -0.3191 5.5818 0.8758  0.012
C22 -1.3870 -1.4691 -4.0491  -0.080
C23 -2.1006 -0.5640 -5.1617  -0.177
O4 -1.1892 -0.1717 -6.2358  -0.215
C24 -1.2878 -1.0797 -7.3563  -0.254
C25 0.0926 -1.0670 -8.2059  -0.098
N4 1.4971 -0.8993 -1.6699  -0.178
P1 2.9192 -0.4909 -2.6508  0.667
O5 3.1031 1.2229 -2.7552  -0.373
I1 2.5750 -1.1582 -5.0307  0.557
H1 1.6629 -3.4513 1.6549  0.079
H2 -0.1955 -3.2479 2.1848  0.080
H3 -0.3242 -1.2122 0.4657  0.107
H4 4.0094 -1.0553 -0.0995  0.119
H5 3.1430 -1.8676 1.2897  0.133
H6 3.6316 -0.3790 2.7596  0.124
H7 3.3690 1.3934 2.4064  0.136
H8 1.8176 1.2596 4.0711  0.118
H9 1.5176 -0.5451 3.9962  0.106
H10 -0.4425 1.3463 3.3141  0.068
H11 0.2679 1.1354 1.6155  0.060
H12 -0.3590 -0.3437 2.6431  0.062
H13 3.4903 -2.9839 -1.3715  0.118
H14 2.4412 -3.9583 -0.2428  0.110
H15 2.1925 -3.6305 -3.2661  0.101
H16 2.2423 -5.8175 -2.0420  0.138
H17 0.8311 -5.3257 -0.9647  0.113
H18 -0.6290 -5.1521 -3.3636  0.101
H19 0.7707 -6.3183 -3.9341  0.116
H20 -0.5083 -8.0380 -2.8769  0.114
H21 0.1352 -7.3224 -1.3110  0.114
H22 -2.1785 -7.4916 -0.8839  0.124
H23 -2.7550 -6.9845 -2.5393  0.134
H24 -3.6156 -4.3905 -0.0343  0.097
H25 -2.7223 -5.7007 0.8842  0.102
H26 -3.9679 -6.1708 -0.3749  0.094
H27 -0.3806 -3.2011 -1.6617  0.140
H28 -0.1929 1.1972 -4.3497  0.139
H29 0.6391 1.2021 -2.7261  0.109
H30 -2.4872 0.7845 -2.6729  0.100
H31 -1.7835 2.4395 -3.0263  0.128
H32 -2.3503 1.4472 -0.4559  0.121
H33 -0.6235 0.8444 -0.5563  0.080
H34 -1.1912 3.8638 -1.3957  0.122
H35 0.2188 3.1524 -0.4006  0.127
H36 -1.7700 2.7451 1.3043  0.094
H37 -0.8233 3.4857 3.4966  0.068
H38 -0.4553 5.2832 3.5999  0.077
H39 0.8727 4.1443 3.0396  0.094
H40 -2.1945 -1.8762 -3.3373  0.151
H41 -0.9016 -2.3392 -4.6234  0.136
H42 -2.7000 0.3081 -4.7505  0.123
H43 -2.8696 -1.2564 -5.6721  0.135
H44 -2.0866 -0.6507 -8.0663  0.135
H45 -1.4759 -2.1656 -7.0760  0.122
H46 -0.1894 -1.3313 -9.2789  0.080
H47 0.8277 -1.8712 -7.8493  0.051
H48 0.5930 -0.0456 -8.1872  0.082
H49 3.2215 1.4401 -3.7137  0.029
C26 1.2599 8.3346 6.5104  -0.655
F1 2.0675 8.4366 5.4378  0.117
F2 1.9929 8.7068 7.5815  0.111
F3 0.3062 9.2797 6.3664  0.111
S1 0.5521 6.6624 6.7059  0.589
O6 1.7056 5.7982 6.8780  -0.299
O7 -0.2005 6.4408 5.4841  -0.312
N5 -0.2968 6.9662 8.0090  -0.292
S2 -1.1247 5.7137 8.5236  0.583
O8 -0.3545 4.6153 9.0765  -0.299
O9 -2.2587 5.3169 7.7091  -0.302
C27 -1.8706 6.5277 9.9786  -0.656
F4 -2.6248 7.5949 9.6365  0.109
F5 -0.9384 6.9921 10.8385  0.109
F6 -2.6685 5.7044 10.6847  0.117

Forces on the atoms, in the same order (eV/Å):
0.346 1.799 -1.939
0.373 -2.108 1.230
1.262 -1.220 1.895
-0.904 -0.604 0.018
1.023 -1.651 0.478
0.209 1.370 1.442
-0.456 0.851 0.180
-0.548 -0.303 0.804
0.619 -0.167 -0.842
0.763 -2.125 1.719
-0.701 0.440 -0.234
0.214 -1.702 0.768
-0.036 0.682 0.524
0.006 -1.721 0.618
-0.831 -0.756 0.173
-0.408 0.164 1.027
0.676 2.721 -0.279
0.251 -0.259 1.251
1.310 -1.854 0.618
-1.180 1.924 0.391
0.219 0.433 0.073
-1.213 0.418 0.256
0.772 -0.621 -0.310
1.681 0.013 0.684
0.923 3.016 -0.132
-1.154 -0.179 0.236
-1.219 -3.841 1.153
-1.193 0.384 -1.146
-0.608 -1.113 -0.697
-0.717 -1.136 1.129
1.197 0.528 -1.866
-0.550 -0.339 0.155
-2.019 -0.405 -2.607
2.036 1.475 0.746
-1.020 -2.169 -1.061
-0.376 0.350 0.329
-1.832 0.543 -0.296
1.156 0.840 -0.829
1.374 -1.195 -0.148
-1.264 0.306 0.460
-0.250 1.129 -1.264
-0.842 0.691 -0.931
-0.727 -1.540 -0.221
-0.176 -1.399 -1.041
0.364 1.125 -1.054
1.150 -0.989 -0.996
0.018 -0.800 1.385
0.748 1.604 -0.443
-1.552 0.004 0.661
-0.260 1.326 -0.924
-1.174 0.581 1.194
-1.401 1.081 -0.054
0.616 0.446 -1.548
1.378 -0.667 0.250
-0.959 1.104 1.088
-0.150 1.222 0.724
-0.812 0.293 -1.506
0.330 0.874 -1.320
1.101 0.779 0.934
0.891 -1.381 -0.532
-0.356 0.285 -1.583
1.036 0.951 -0.001
0.193 -0.005 -0.521
-0.151 -1.231 1.379
-0.980 -1.082 -0.672
1.294 0.639 -0.020
0.371 -1.541 0.704
1.466 0.206 -0.775
-0.681 1.117 -0.473
0.373 -0.943 1.114
-1.379 0.158 -0.618
0.304 0.584 -0.205
0.955 1.152 -0.837
0.349 -1.440 -1.328
-1.444 0.147 -0.324
1.267 0.559 -1.096
-0.467 1.359 1.242
1.175 -0.868 -0.548
0.891 0.939 1.157
0.854 -0.984 1.164
-0.104 1.426 -0.084
0.488 0.411 1.356
-1.038 1.247 -0.346
-0.745 -1.315 0.008
-0.145 0.042 1.003
0.425 1.901 0.249
-0.377 -0.555 0.264
-0.234 -0.480 -0.280
0.103 -0.578 -0.044
0.904 -0.682 -1.074
-0.748 0.611 0.156
0.110 0.300 0.790
0.046 -0.850 -0.546
-0.824 -1.677 0.283
-0.185 0.955 -0.309
0.718 0.606 0.338
-0.494 1.311 1.355
0.243 -0.483 -0.207
-0.088 -0.369 -0.440
0.397 -0.092 -0.605

The calculation puts the total energy at -110027.318 eV. The HOMO-LUMO gap is 0.2167 Ha. For the LUMO energy, the calculation gives -1.98 eV.

***

(3)
Entry from the OMol25 dataset: C9H9NO4Tm as an isolated structure (ωB97M-V/def2-TZVPD).

Each line ends with the Löwdin spin population.
Geometry (Å):
Tm1 0.1810 -0.7125 -0.4114  2.015
C1 -0.3270 -2.7507 0.3887  -0.001
O1 -0.3831 -3.8906 0.5947  0.000
C2 1.9893 -2.0686 -1.3613  0.000
O2 2.8062 -2.7955 -1.7328  0.001
C3 1.9424 -1.2557 1.1560  -0.001
O3 2.9345 -1.3984 1.7438  0.001
C4 -0.5803 -2.1751 -2.3643  0.000
O4 -0.8003 -2.7523 -3.3253  0.000
C5 2.2806 2.9268 -2.9223  -0.007
H1 1.3825 3.0591 -3.5304  0.000
H2 2.4996 3.4910 -2.0143  0.000
C6 3.1755 2.0321 -3.3272  -0.006
H3 4.1216 1.9344 -2.7685  0.000
H4 2.9970 1.4960 -4.2714  0.000
C7 -3.4075 -0.1156 2.9158  0.000
C8 -2.4750 1.1317 2.9530  0.000
C9 -1.5193 1.1034 1.8325  0.000
N1 -0.8423 0.8684 0.9081  -0.003
H5 -3.9691 -0.1241 1.9758  0.000
H6 -4.1445 -0.1853 3.7319  0.000
H7 -2.8052 -1.0300 2.9497  0.000
H8 -3.0956 2.0475 2.9464  0.000
H9 -1.9611 1.1638 3.9327  0.000

Forces on the atoms, in the same order (eV/Å):
-0.580 3.860 -0.947
-0.917 -8.427 2.016
0.159 5.782 -0.888
4.694 -3.788 -2.292
-3.712 3.336 1.650
6.050 -0.470 3.952
-5.284 0.642 -2.984
-1.186 -1.914 -3.973
0.760 1.978 3.498
-0.544 -0.160 0.405
0.171 0.422 0.453
-0.446 0.212 -0.383
0.630 -0.678 -0.200
-0.451 -0.200 -0.589
0.455 0.122 0.519
0.094 -0.548 -0.835
-0.488 0.345 0.761
-0.385 -0.634 0.018
-0.229 -0.472 0.634
-0.016 0.023 0.179
0.555 0.548 -0.137
-0.080 0.075 0.118
0.447 -0.124 -0.393
0.303 0.068 -0.582

The calculation puts the total energy at -48654.375 eV. The HOMO-LUMO gap (alpha / beta) is 0.1358 / 0.1401 Ha. Its multiplicity is 3. For the LUMO energy (alpha / beta), the calculation gives -14.65 / -14.60 eV. As for the expectation value of S²: 2.003. Its charge is +3.